# 1
The following is a DFT calculation (ωB97M-V/def2-TZVPD) of C52H40BrN6O4PSV as an isolated structure.

Structure (XYZ):
```
106
Properties=species:S:1:pos:R:3:forces:R:3
Br -2.23527 -1.66822 6.53750 0.0135 -0.0441 0.0633
V -1.98967 1.30451 1.70273 0.8746 -0.9764 -0.4491
S -0.75075 2.41650 -0.97351 -0.2189 0.1103 0.0900
P -0.91837 -2.26907 0.53667 -0.2398 -0.5708 0.3943
O -1.38441 3.00593 -2.12718 -0.0741 -0.0736 0.0891
O -3.69637 -2.97122 2.84067 -0.0104 0.0158 0.0900
O -2.13151 -1.96126 1.57118 0.1036 0.0391 -0.1362
O -1.13495 0.05322 -2.19489 0.1411 0.0563 -0.0715
N -2.69698 2.81458 2.49002 -0.6317 1.0290 0.0917
N 2.48495 -0.28011 -4.35120 0.0626 -0.0721 -0.0400
N -0.83202 -0.13468 0.22242 -0.7738 0.7974 -0.1795
N -2.92783 0.46948 3.07582 -0.4788 -0.4953 0.9277
N 3.64656 -0.75934 -2.51018 0.1166 -0.0101 -0.1232
N -1.18867 2.80189 0.47451 0.0399 0.4960 -0.2843
C 5.18832 3.23579 -1.67534 -0.0603 -0.0043 0.0205
C -3.58130 2.65755 3.66177 0.3083 0.1240 -0.1697
C 6.50962 -0.81062 -4.87660 -0.0443 0.0062 -0.0384
C 5.88790 -0.91944 -3.64948 0.0408 -0.0099 -0.0007
C -1.07370 -6.48961 2.33750 0.0207 0.0038 -0.0302
C 3.80069 -0.42800 -4.76485 -0.1779 0.0930 -0.0865
C -4.29172 5.00079 3.30351 0.1515 0.1050 -0.1490
C 1.78222 2.86789 -0.02141 0.0766 -0.0177 -0.0857
C 3.70891 3.05523 -1.47881 0.0524 -0.0032 -0.0129
C -1.81105 -4.25763 2.02245 -0.1627 0.0967 0.1315
C 3.43993 -2.35638 1.69718 -0.0939 -0.0036 0.1392
C 0.97926 2.68664 -1.13783 0.0648 -0.0108 -0.0703
C 5.78111 -0.51186 -6.04108 0.0135 0.0015 0.0367
C 3.14556 3.05322 -0.20496 -0.0114 -0.0099 0.0463
C -1.29730 0.58076 -0.91484 0.6681 0.0265 0.0778
C -4.16289 1.24309 3.40802 0.2574 0.0012 0.0961
C -4.97284 0.66851 4.52811 0.0304 0.0805 -0.0467
C 0.75722 -1.65916 0.96168 0.0919 0.1583 -0.0926
C 1.11352 -1.97054 2.38103 -0.0310 0.0220 -0.0808
C -2.68252 -3.08756 2.24677 0.1209 -0.0339 -0.2201
C 0.08982 -0.21583 -2.72352 -0.1145 0.0390 0.0547
C -2.92332 -2.13747 -1.30775 -0.0308 -0.0733 -0.0832
C -2.00778 6.47777 0.65402 -0.0247 -0.0441 0.0377
C 1.61763 -0.47534 -0.67489 0.0773 0.0090 0.0296
C 2.46536 -0.49542 -2.99552 -0.1667 -0.0210 0.0868
C -3.53738 -2.38801 -2.52491 0.0083 0.0042 0.0491
C 0.14661 -4.99991 0.86273 -0.0329 -0.0063 0.0024
C 0.60466 -0.20638 0.47060 -0.2211 -0.1664 0.0429
C 3.19949 -2.22688 0.39584 -0.0663 0.0509 -0.0605
C -1.36492 5.32708 0.20202 0.0065 0.0164 -0.0371
C -3.05032 -0.59257 5.22597 -0.2745 0.0737 0.2438
C -1.63981 4.12809 0.83399 0.1605 -0.4258 -0.1116
C 2.86749 2.91015 -2.58503 0.0121 -0.0019 -0.0225
C -2.85397 -3.07028 -3.52190 0.0238 -0.0023 0.0108
C -1.62483 -2.59046 -1.08393 0.0790 0.1572 -0.0990
C 1.50847 2.73780 -2.42599 0.0590 -0.0078 0.0188
C -0.77489 -3.99847 1.14350 0.1395 0.0356 -0.0875
C -2.38425 -0.28777 4.11081 -0.1242 0.1313 -0.5924
C -2.50183 4.08316 1.92631 -0.0020 -0.6566 0.1652
C -3.20722 5.20665 2.32551 -0.2788 0.1291 0.2090
C -4.43234 -0.16831 5.40948 0.1254 -0.1255 0.0568
C -0.01308 -6.24099 1.46553 -0.0174 0.0195 0.0219
C 4.50872 -0.72291 -3.60069 0.0779 -0.0360 0.2151
C 1.83297 -1.93500 -0.14380 -0.0046 0.0748 0.0998
C 4.41414 -0.31234 -6.00912 -0.0038 -0.0406 0.0479
C 1.27133 -0.38011 -2.13239 0.1827 -0.0575 -0.0685
C -1.56304 -3.52793 -3.29492 -0.0188 0.0153 -0.0028
C -2.93738 6.41242 1.68413 -0.0032 0.0623 -0.0057
C -4.50990 3.81480 3.86738 -0.0027 -0.0769 -0.0059
C -1.98923 -5.49248 2.62694 0.0169 -0.0668 0.0318
C 2.36825 -2.26638 2.70384 0.1860 -0.0471 -0.0325
C -0.94884 -3.30025 -2.07246 -0.0464 -0.0343 0.0423
H -4.94130 5.83957 3.52477 0.0180 -0.0063 -0.0188
H 6.30485 -0.43665 -6.98471 -0.0054 0.0027 0.0051
H -1.38096 -0.66789 3.95461 -0.0084 0.0135 -0.0660
H -4.77224 1.32503 2.50692 -0.0560 -0.0837 -0.0317
H 7.57850 -0.96042 -4.94933 -0.0073 0.0050 -0.0085
H -1.80551 7.42360 0.17018 -0.0033 -0.0128 0.0050
H -6.01306 0.96104 4.60140 0.0261 0.0138 0.0176
H 5.40852 4.26361 -1.97108 -0.0103 0.0005 0.0022
H 2.52092 0.10919 -0.50227 0.0077 0.0134 -0.0477
H 0.04386 -3.69363 -1.89907 -0.0045 -0.0038 0.0003
H 2.62039 -2.46008 3.73896 0.0145 0.0067 -0.0109
H -5.00421 -0.57452 6.23287 0.0245 -0.0090 -0.0075
H -1.17554 -7.46487 2.79450 0.0100 0.0113 -0.0142
H 5.56029 2.58091 -2.46368 -0.0218 -0.0142 0.0070
H -4.55004 -2.04784 -2.69531 0.0032 0.0021 0.0044
H -2.96900 2.54805 4.56878 0.0524 0.0606 0.0225
H 1.56764 -2.68553 -0.88994 -0.0058 -0.0061 -0.0119
H -0.01456 -0.28202 -3.79884 0.0013 -0.0060 0.0145
H 3.99031 -2.30430 -0.33887 -0.0041 -0.0016 -0.0006
H 5.73922 3.02589 -0.76027 -0.0055 0.0003 0.0013
H 0.33966 -1.93249 3.14087 0.0120 0.0099 -0.0186
H 1.70600 -0.06544 -4.94666 0.0101 0.0339 0.0232
H 3.85548 -0.08347 -6.90739 0.0105 0.0014 0.0069
H -1.03881 -4.07914 -4.06458 0.0046 0.0076 0.0082
H -3.45810 -1.60111 -0.53291 0.0043 -0.0019 0.0092
H -2.37566 0.75411 -0.84082 -0.0531 0.0193 -0.1051
H 1.34906 2.87299 0.97023 -0.0178 0.0109 -0.0002
H 0.85780 2.63326 -3.28390 -0.0139 0.0232 0.0207
H -3.33416 -3.25939 -4.47293 0.0033 0.0001 0.0068
H -0.69190 5.37131 -0.64511 -0.0065 0.0029 0.0114
H -2.81413 -5.65456 3.30889 0.0161 0.0154 -0.0165
H 3.29077 2.92674 -3.58287 0.0040 0.0087 0.0205
H 6.44503 -1.15172 -2.75107 -0.0153 0.0082 -0.0058
H -5.32305 3.67676 4.57052 0.0013 0.0235 -0.0109
H 0.70046 -7.02886 1.26020 -0.0101 0.0144 0.0009
H 0.98817 -4.83067 0.20140 -0.0166 0.0032 0.0030
H 4.44592 -2.55534 2.04331 -0.0164 -0.0066 0.0060
H 3.78358 3.19176 0.65923 -0.0087 0.0033 -0.0055
H 0.94657 0.56541 1.16266 0.0930 -0.0098 0.0087
H -3.47701 7.30339 1.98218 0.0123 -0.0092 -0.0089
```
Forces are in eV/Å.

The LUMO energy (spin up / spin down) is -2.7 / -2.6 eV. Its expectation value of S² is 2.166. The charge is +1. As for the energy: -187550.1365 eV. Its spin multiplicity is 3. For the gap between HOMO and LUMO (spin up / spin down), the calculation gives 6.814 / 6.896 eV.

Löwdin atomic charge list, values in e, 99 entries: 0.76 1.02 0.91 1.04 -0.27 0.19 -0.15 -0.03 -0.08 0.17 -0.12 -0.13 0.19 -0.25 -0.03 -0.26 -0.09 -0.02 -0.04 -0.19 -0.01 -0.06 -0.24 -0.14 -0.06 -0.31 -0.08 -0.01 -0.40 -0.27 -0.03 -0.32 -0.05 -0.40 -0.06 -0.07 -0.07 -0.12 -0.28 -0.05 -0.04 -0.24 -0.04 -0.02 -0.70 -0.23 -0.02 -0.05 -0.26 -0.05 -0.19 -0.23 -0.18 -0.15 -0.11 -0.04 -0.22 -0.16 -0.02 -0.09 -0.06 -0.03 -0.02 0.02 -0.05 -0.07 0.12 0.11 0.09 0.14 0.10 0.11 0.12 0.09 0.14 0.10 0.11 0.10 0.11 0.08 0.12 0.16 0.12 0.14 0.11 0.08 0.10 0.15 0.11 0.11 0.12 0.13 0.11 0.12 0.11 0.11 0.13 0.13 0.11

# 2
The following is a DFT calculation (ωB97M-V/def2-TZVPD) of C52H41Br2LaN7O2 as an isolated structure.

Structure (XYZ):
```
105
Properties=species:S:1:pos:R:3:forces:R:3
La 0.66511 0.72238 -0.71072 -0.8622 0.2929 -1.0448
Br 4.01181 1.48651 -1.40994 -0.1740 0.2349 -0.5426
Br 1.98596 2.18634 -3.86685 0.5787 0.1676 0.4232
O 0.24072 2.73557 0.15203 -0.2109 0.1992 -0.5835
O -0.81653 -0.24980 0.50979 -0.9283 -1.4030 -0.0090
N 4.23174 0.20006 3.20381 -0.4898 0.6364 -1.0414
N 2.18307 -1.78334 -0.68469 0.4912 -0.3300 -0.7772
N 2.32133 0.26861 1.16106 0.0114 -0.7789 0.7564
N 4.77138 -8.24019 0.56643 -0.6380 -0.4306 -1.2123
N 0.23296 -3.28494 -4.81896 0.2088 0.0498 -0.1864
N -2.07130 1.60969 -1.41422 -0.7826 -0.1859 0.5639
N 0.66138 -1.32861 -2.96635 1.4731 0.6031 -0.0971
C -2.42102 2.92300 -1.51292 0.4358 -1.3424 -0.7891
C 4.71652 -5.90519 1.13157 0.1330 -0.6838 -0.3875
C -3.05784 0.68379 -1.30285 -0.1430 0.8698 0.0186
C -2.59469 -0.73220 -1.09028 -0.3748 -0.0320 0.1916
C -4.74630 -1.00228 3.55941 -1.4721 -0.6025 0.1202
C 0.14526 -1.03620 -4.16860 -0.3080 0.0623 0.7463
C -1.62026 -2.56657 0.38800 -0.4356 -0.2109 -0.7334
C 2.98886 -1.96051 0.38632 -1.2451 -1.2088 -0.7090
C 2.88987 -3.94132 -1.51142 -0.7552 1.0817 -0.0456
C -3.11061 5.70133 1.92974 -0.1659 0.4708 0.7146
C -2.55079 -0.45754 2.71080 -0.2179 -0.1570 0.4523
C 3.39129 1.22818 3.04141 -0.4084 -0.2211 1.1887
C -2.70331 3.61018 3.08429 -0.5388 0.1169 0.4537
C 2.12120 -2.75129 -1.63885 1.2924 -0.2303 2.1315
C -5.25005 -1.14348 2.25685 0.6106 0.3542 0.0607
C 3.67597 2.62257 -2.97903 0.2154 -0.4734 0.1677
C -4.74505 2.36911 -1.69859 0.0775 0.3656 -0.1198
C 4.09930 -7.93768 -0.56904 0.6576 -0.3002 0.2281
C -3.71737 3.30610 -1.79461 -0.4196 0.4461 0.3830
C 3.99167 -5.58991 -0.02680 0.5462 -0.9385 0.4444
C 2.38709 1.22939 2.09197 0.5004 0.0682 -0.5753
C 4.10023 -0.77221 2.30533 0.0488 -0.6562 0.2784
C -1.83674 3.18086 2.09961 0.7659 0.6835 -1.4076
C -0.67367 -3.08735 1.28604 -0.6616 1.7877 -0.1878
C -4.36649 -0.96668 1.19410 -0.1827 -0.3591 0.4234
C 1.25998 -2.52474 -2.78532 -1.8344 0.1367 -1.5832
C -4.41466 1.05799 -1.41841 0.2237 -0.1872 -0.1189
C 1.71699 6.73667 -1.44283 0.5580 -0.2626 0.3294
C 3.49183 -3.23009 0.70222 0.4324 0.0728 -0.3905
C 2.24650 7.28867 -0.28383 -0.1361 0.6617 -0.0871
C -1.53150 4.08754 1.05594 -0.4572 0.7428 0.3907
C -2.99122 -0.73304 1.43211 -0.4521 -0.6423 -0.9983
C 0.94510 -3.53246 -3.72873 0.4547 0.4169 0.0874
C 3.11450 -0.81187 1.28245 1.2045 1.2972 1.6081
C 3.70965 -6.64680 -0.91061 -0.2074 -0.7981 -0.2063
C 1.02102 5.65659 1.00434 -0.3956 -0.4923 -0.3881
C 0.48241 5.07888 -0.16020 -0.0738 0.2477 0.2367
C 0.90410 5.60988 -1.38235 -0.2757 -0.3049 -0.5264
C 1.89249 6.72181 0.95013 0.6361 0.6061 -0.4896
C -2.19074 5.32874 0.99214 0.4977 -0.5753 -0.4379
C -1.29039 3.87809 -1.44605 0.6555 0.4215 -0.5181
C -0.09688 -2.01892 -5.10320 -0.3068 -0.9536 -0.0650
C -1.99730 -4.82692 -0.37056 0.0775 -1.3716 -1.7013
C -3.45391 -0.60975 3.77457 0.9960 0.3042 0.0822
C -0.36825 -4.42301 1.32740 0.9072 -0.4210 -0.3679
C -0.96956 -5.30475 0.43133 -0.2415 -0.3382 0.5190
C -3.26866 4.88286 3.04187 -0.5509 -0.0440 0.2377
C -1.97786 -1.04721 0.30933 0.3827 0.8802 0.6501
C 5.07775 -7.25941 1.36770 -0.4012 1.3712 1.1033
C -2.27019 -3.47960 -0.46688 -0.0073 0.6588 1.1337
C -0.53635 3.89380 -0.06256 1.4536 -0.2580 -0.3950
C 3.47119 -4.24614 -0.28148 -0.2871 1.1705 0.0798
H -3.01948 2.93748 3.88202 0.3842 0.1608 -0.0340
H 2.32206 7.14174 1.85351 -0.1739 -0.0768 0.0233
H 4.51492 2.47757 -3.66818 -0.4977 -0.0373 0.1566
H 3.91442 -8.81120 -1.21800 -0.0814 0.7155 0.2643
H 1.99362 7.13284 -2.40931 -0.0333 0.1113 -0.0626
H 3.40914 2.02635 3.78464 0.2195 -0.1621 -0.2230
H -6.29677 -1.39605 2.06698 0.3911 0.0896 0.1492
H 2.86121 8.21382 -0.37210 -0.4161 -0.9553 0.3227
H -1.78729 -0.85081 -1.81060 -0.0099 -0.6151 -0.2616
H 0.45450 -4.72991 1.97604 -0.3753 -0.1946 -0.0572
H 1.66245 2.04035 2.04146 0.1011 -0.0596 -0.2422
H 4.82592 -1.56813 2.48469 -0.3702 -0.0700 -0.4879
H -5.39291 -1.26809 4.41278 0.3540 0.4155 -0.4673
H -1.63628 4.90511 -1.69762 0.1425 -0.6911 0.3007
H -0.68239 -6.36274 0.41031 -0.2014 0.4629 0.0468
H -1.35243 2.20573 2.12470 -0.2196 0.1601 -0.0677
H -3.05977 -3.14773 -1.12443 0.1346 -0.2416 -0.0619
H -3.90402 4.34898 -2.05766 -0.0791 -0.2875 0.3003
H -0.20448 -2.35576 1.94384 0.0943 -0.3045 0.0012
H -1.50283 -0.19944 2.89600 -0.4173 -0.1912 -0.1314
H 2.99794 -4.60442 -2.36327 -0.1835 0.0487 0.2845
H 1.30902 -4.55241 -3.61269 -0.2499 0.1790 0.0579
H 3.95558 -3.42453 1.67600 -0.2858 0.1794 -0.5076
H -5.80183 2.65706 -1.81765 0.6820 -0.1313 -0.0709
H -3.64602 6.65051 1.81451 0.2943 -0.3327 0.3222
H 0.60934 5.17374 -2.35571 0.0088 0.3455 0.7996
H -0.11165 0.00611 -4.34291 -0.2561 -0.1979 0.0629
H -3.10514 -0.46949 4.79392 -0.0107 0.0040 -0.1124
H 5.03420 -5.14364 1.84043 -0.1555 -0.2238 -0.1177
H 0.72729 5.26246 1.96542 -0.0977 -0.0670 0.1387
H -0.64960 -1.87163 -6.04272 0.4661 0.1979 0.4847
H -0.53951 3.62339 -2.23824 -0.5661 -0.0189 0.6230
H -3.42077 -1.44946 -1.27282 0.6515 0.7829 -0.2672
H 5.51453 -7.55553 2.33573 0.1173 0.3525 -0.6050
H -4.78774 -1.09215 0.19145 0.4649 -0.0671 0.4017
H -3.83572 5.24426 3.89777 -0.2046 -0.2400 -0.2729
H -2.50941 -5.52013 -1.09754 0.5384 0.7105 1.0140
H -5.24871 0.36199 -1.38020 0.4703 -0.2305 0.1901
H 3.15242 -6.55424 -1.85786 0.3032 0.2113 0.7393
H -1.90739 6.03689 0.21520 -0.1900 -0.1976 -0.0203
H 3.63684 3.62791 -2.59028 -0.2277 0.1802 -0.0945
```
Forces are in eV/Å.

The LUMO energy is -3.8 eV. The charge is +1. As for the energy: -210057.7679 eV. For the gap between HOMO and LUMO, the calculation gives 6.629 eV.

Löwdin atomic charge list, values in e, 99 entries: 1.83 0.62 0.62 -0.44 -0.46 0.11 0.11 -0.05 0.06 0.10 0.12 0.07 -0.26 0.01 -0.23 -0.09 -0.10 -0.13 -0.11 -0.21 0.07 -0.07 -0.03 -0.08 -0.08 -0.17 -0.06 -0.94 -0.04 -0.11 -0.01 -0.17 -0.09 -0.05 0.00 -0.04 -0.03 -0.18 -0.02 -0.09 0.07 -0.09 -0.15 -0.13 -0.04 -0.20 -0.01 -0.03 -0.14 -0.06 -0.08 -0.05 -0.09 -0.09 -0.09 -0.08 -0.09 -0.09 -0.08 -0.43 -0.14 -0.04 -0.46 -0.12 0.10 0.10 0.02 0.12 0.10 0.12 0.11 0.12 0.10 0.11 0.11 0.12 0.11 0.13 0.11 0.09 0.10 0.12 0.11 0.11 0.11 0.12 0.11 0.12 0.11 0.10 0.09 0.11 0.10 0.12 0.13 0.10 0.10 0.12 0.09

no.,strongest force on any atom (hartree/bohr)
1,0.02695
2,0.04868